# C54H69FN4O4S2

A structure of composition C54H69FN4O4S2 in a non-equilibrium geometry (ωB97M-V/def2-TZVPD, OMol25).

Results
charge = 0
ΔE to the lowest compared entry with this formula, charge and spin = 24.0 kcal/mol
E_tot = -95649.084 eV
LUMO level = -3.30 eV
frontier orbital gap = 3.7 eV

Last column: Löwdin charge in e.
Cartesian coordinates (Å):
1 C -7.1776 2.0636 1.8927  -0.058
2 C -6.9418 1.5035 0.4785  -0.390
3 C -7.8687 0.3240 0.2224  -0.077
4 C -5.4715 1.1924 0.2601  -0.165
5 C -4.9391 -0.0837 0.4931  0.043
6 C -3.5754 -0.3265 0.3990  -0.094
7 C -2.9842 -1.6667 0.8159  -0.361
8 C -3.9932 -2.8102 0.7869  -0.057
9 C -2.2455 -1.5659 2.1573  -0.023
10 C -2.7329 0.7003 -0.1196  -0.065
11 C -1.3843 0.3758 -0.5345  -0.060
12 N -1.1330 -0.3511 -1.6802  0.075
13 C -2.0128 -1.2925 -2.3018  -0.106
14 C -1.7943 -2.6561 -2.1035  -0.117
15 C -0.5611 -3.1814 -1.3344  -0.375
16 C 0.6230 -3.3037 -2.2859  -0.043
17 C -0.8335 -4.4609 -0.5628  -0.044
18 C -2.7247 -3.5518 -2.6454  -0.018
19 C -3.8635 -3.0792 -3.2678  -0.049
20 C -4.0585 -1.7163 -3.4516  -0.005
21 C -3.0943 -0.7978 -3.0305  -0.106
22 C -3.1541 0.6750 -3.4011  -0.364
23 C -4.5712 1.1602 -3.6931  -0.059
24 C -2.2223 0.9865 -4.5723  -0.036
25 N 0.1961 -0.4438 -1.9311  0.231
26 N 0.7939 0.2526 -0.9515  0.070
27 C 2.2462 0.2388 -0.8322  -0.088
28 C 2.7949 -0.5825 0.1685  -0.098
29 C 1.9500 -1.6393 0.9050  -0.344
30 C 1.6527 -1.2096 2.3274  -0.029
31 C 2.5862 -3.0270 0.8984  -0.040
32 C 4.1652 -0.4988 0.4086  0.006
33 C 4.9833 0.1763 -0.4893  -0.022
34 C 4.4259 0.9248 -1.5181  -0.013
35 C 3.0479 1.0033 -1.6885  -0.122
36 C 2.4837 1.7985 -2.8716  -0.359
37 C 1.3539 2.7549 -2.5172  -0.057
38 C 2.0991 0.8771 -4.0360  -0.060
39 C -0.1541 0.7616 -0.0295  -0.163
40 C 0.1945 1.6004 1.0044  0.235
41 C -3.2400 2.0094 -0.3084  -0.126
42 C -2.3529 3.1592 -0.7621  -0.377
43 C -1.8903 3.9877 0.4312  -0.025
44 C -3.0205 4.0386 -1.8211  -0.045
45 C -4.5982 2.2337 -0.0631  0.028
46 H -6.5380 2.9338 2.0938  0.080
47 H -8.2242 2.3706 2.0192  0.083
48 H -6.9518 1.2990 2.6510  0.089
49 H -7.2114 2.3027 -0.2227  0.136
50 H -7.6820 -0.1174 -0.7598  0.083
51 H -7.7439 -0.4413 0.9948  0.079
52 H -8.9041 0.6737 0.2426  0.084
53 H -5.6189 -0.9065 0.7257  0.108
54 H -2.2144 -1.9133 0.0713  0.092
55 H -4.4807 -2.8909 -0.1903  0.084
56 H -3.4876 -3.7616 0.9732  0.072
57 H -4.7673 -2.6784 1.5513  0.086
58 H -1.4846 -0.7669 2.1161  0.066
59 H -2.9547 -1.3205 2.9718  0.099
60 H -1.7326 -2.5192 2.3821  0.092
61 H -0.2941 -2.4236 -0.5862  0.089
62 H 0.9123 -2.3245 -2.6956  0.064
63 H 1.4984 -3.7241 -1.7753  0.075
64 H 0.3594 -3.9457 -3.1372  0.094
65 H -1.7909 -4.4290 -0.0400  0.064
66 H -0.8369 -5.3178 -1.2402  0.087
67 H -0.0597 -4.6076 0.1961  0.079
68 H -2.5360 -4.6289 -2.5808  0.125
69 H -4.6073 -3.7962 -3.6375  0.120
70 H -4.9605 -1.3691 -3.9442  0.111
71 H -2.7796 1.2470 -2.5388  0.096
72 H -5.2285 0.9427 -2.8512  0.080
73 H -4.6087 2.2425 -3.8554  0.076
74 H -4.9844 0.6740 -4.5842  0.084
75 H -1.1942 0.6597 -4.3683  0.065
76 H -2.5634 0.4613 -5.4785  0.096
77 H -2.1861 2.0696 -4.7664  0.089
78 H 0.9954 -1.7188 0.3550  0.093
79 H 0.9548 -0.3641 2.3400  0.061
80 H 1.2305 -2.0462 2.8929  0.080
81 H 2.5794 -0.8940 2.8306  0.081
82 H 2.8727 -3.3579 -0.1044  0.075
83 H 3.4738 -3.0308 1.5335  0.076
84 H 1.8640 -3.7417 1.3031  0.076
85 H 4.5831 -0.9846 1.2874  0.111
86 H 6.0559 0.1409 -0.3401  0.113
87 H 5.0892 1.4520 -2.2084  0.123
88 H 3.3222 2.4021 -3.2451  0.132
89 H 1.5143 3.2094 -1.5371  0.092
90 H 1.2986 3.5410 -3.2753  0.089
91 H 0.3921 2.2403 -2.5097  0.047
92 H 2.9481 0.2552 -4.3514  0.090
93 H 1.2999 0.2014 -3.7075  0.040
94 H 1.7400 1.4582 -4.8978  0.085
95 H 1.4116 1.6890 1.1232  -0.086
96 H -0.3946 1.6644 1.9271  0.120
97 H -1.4557 2.7241 -1.2153  0.105
98 H -1.2708 3.3701 1.0891  0.056
99 H -1.2903 4.8433 0.0981  0.097
100 H -2.7633 4.3622 0.9827  0.098
101 H -3.3660 3.4393 -2.6740  0.058
102 H -3.8808 4.5759 -1.4018  0.082
103 H -2.3059 4.7811 -2.1998  0.092
104 H -5.0047 3.2460 -0.2088  0.131
105 C 7.2982 3.5250 -0.6650  -0.102
106 C 8.0048 2.5783 0.0800  -0.094
107 C 7.4815 2.0602 1.2559  -0.091
108 C 6.2120 2.4314 1.6942  -0.257
109 S 5.8086 1.9036 3.3878  0.568
110 N 5.3340 0.3409 3.5026  -0.332
111 F 2.0686 1.9137 1.9192  -0.153
112 S 4.7145 -0.1622 4.9168  0.542
113 C 3.9992 -1.7947 4.6877  -0.286
114 C 2.7232 -2.1313 5.1721  -0.077
115 C 2.2776 -3.4570 5.0964  -0.098
116 C 3.1194 -4.4627 4.6099  -0.099
117 C 4.4098 -4.1204 4.1995  -0.097
118 C 4.8523 -2.8038 4.2445  -0.079
119 O 5.8215 -0.3991 5.8191  -0.317
120 O 3.5060 0.5304 5.3194  -0.348
121 O 7.1326 1.9646 4.0142  -0.343
122 O 4.7794 2.8460 3.6934  -0.328
123 C 5.5049 3.4121 0.9807  -0.051
124 C 6.0396 3.9315 -0.2113  -0.096
125 H 7.6984 3.8412 -1.6364  0.100
126 H 8.9667 2.1877 -0.2411  0.100
127 H 8.0720 1.3832 1.8636  0.113
128 H 2.1097 -1.3270 5.5783  0.113
129 H 1.2644 -3.7154 5.4097  0.100
130 H 2.7557 -5.4838 4.4804  0.098
131 H 5.1161 -4.8597 3.8199  0.102
132 H 5.8613 -2.5267 3.9583  0.115
133 H 4.5493 3.7330 1.3873  0.106
134 H 5.4787 4.6553 -0.8048  0.097